DFT (ωB97M-V/def2-TZVPD) results for a structure of composition C14H10BeF3N3O2 in a non-equilibrium geometry.

E_HOMO in eV: -8.431
Energy above the lowest of the compared OMol25 structures with the same formula, charge and spin in kcal per mole: 3.0
LUMO in eV: -1.20
Charge: 0
F_max in eV/Å: 3.6
Frontier orbital gap in eV: 7.23
Energy in eV: -31801.0601

Each line ends with the Mulliken charge.
Element x y z (Å)
Be -0.9144 0.2399 0.4822  -0.2827
O -0.6070 -0.5841 -3.6449  -0.6814
C 0.7872 -0.5760 -3.5205  0.5482
C 1.4732 -0.3640 -4.7217  -0.5370
C 2.8179 -0.2438 -4.7339  -0.2527
C 3.6082 -0.2647 -3.5007  -0.6834
C 2.9243 -0.5320 -2.3473  -0.6163
C 1.5018 -0.5502 -2.3142  0.1920
C 0.8728 -0.4762 -0.9531  0.7580
O -0.4613 -0.4816 -0.9327  -0.6769
N 1.5518 -0.2002 0.1087  -1.0140
N 0.6473 0.0237 1.0589  0.6874
C 0.7546 -0.2522 2.3205  -0.5102
C -0.5887 -0.2982 2.9470  0.6832
C -0.7992 -0.1829 4.3072  -1.0082
C -2.0670 -0.1832 4.7684  -0.1136
C -3.0943 -0.4262 3.9218  -0.7071
C -2.8469 -0.4357 2.5436  0.1947
N -1.6051 -0.3696 2.0803  0.0559
H -0.8832 -0.7103 -2.6523  0.5597
H 0.9551 -0.3385 -5.6758  0.3823
H 3.3485 -0.0234 -5.6706  0.3257
H 4.6564 -0.1385 -3.5354  0.4250
H 3.4861 -0.6401 -1.4568  0.4394
H 1.7230 -0.4909 2.7691  0.4502
H 0.0303 -0.0171 4.9281  0.4737
H -2.3790 -0.0383 5.7940  0.3972
H -4.1319 -0.2934 4.2050  0.3456
H -3.7325 -0.4614 1.7553  0.3110
F -2.9885 2.0407 0.3708  -0.2941
C -1.6011 1.9325 0.4031  0.6885
F -1.1761 2.7169 -0.6255  -0.2777
F -1.2622 2.6189 1.5215  -0.2624